Computed, not measured: a molecular structure, C53H48ClCsN9O4P2S in a non-equilibrium geometry, with ωB97M-V/def2-TZVPD.

Each line ends with the Löwdin charge.
Cartesian coordinates (Å):
Cs: -3.04 -0.42 0.91  1.06
Cl: -8.22 3.96 -2.00  0.57
C: -6.68 3.31 -1.43  -0.68
C: -6.26 3.63 -0.12  -0.11
C: -4.96 3.23 0.29  0.03
C: -4.08 2.51 -0.64  -0.45
O: -2.93 2.29 -0.21  -0.26
C: -4.54 2.02 -1.88  -0.13
C: -4.06 0.94 -2.71  -0.10
N: -3.14 0.10 -2.37  0.08
C: -2.86 -0.97 -3.30  -0.27
C: -2.32 -0.63 -4.48  0.01
C: -2.18 -1.78 -5.46  -0.04
C: -2.41 -3.03 -5.01  -0.09
C: -2.74 -3.43 -3.70  -0.14
C: -3.02 -4.72 -3.20  -0.02
C: -3.48 -4.85 -1.96  -0.06
C: -3.57 -3.72 -1.19  -0.14
N: -3.51 -2.44 -1.58  0.09
C: -3.07 -2.27 -2.89  -0.16
C: -5.89 2.49 -2.25  -0.05
H: -6.88 4.31 0.30  0.05
H: -4.53 3.49 1.31  0.13
H: -4.43 0.68 -3.73  0.13
H: -2.19 0.39 -4.86  0.11
H: -1.91 -1.58 -6.42  0.05
H: -2.19 -3.96 -5.66  0.13
H: -2.81 -5.53 -3.86  0.10
H: -3.77 -5.77 -1.49  0.11
H: -3.79 -3.67 -0.20  0.08
H: -6.31 2.03 -3.21  0.12
C: 0.85 -0.23 -1.19  -0.47
C: 1.38 -0.11 0.17  -0.48
P: 1.24 1.26 1.31  1.00
C: 3.24 1.65 1.40  -0.29
C: 4.30 1.01 1.88  -0.09
C: 5.55 1.74 1.97  -0.06
C: 5.51 3.07 1.55  -0.17
C: 4.43 3.67 1.16  -0.14
C: 3.23 2.98 1.01  -0.12
C: 1.42 0.33 2.85  -0.36
C: 1.56 0.92 4.28  -0.13
C: 2.21 0.44 5.32  -0.24
C: 2.81 -0.76 5.20  -0.17
C: 2.46 -1.67 4.15  -0.09
C: 1.66 -1.14 3.04  -0.09
P: 0.91 -1.95 -1.87  1.08
C: 0.83 -2.97 -0.40  -0.46
C: 1.72 -3.86 0.16  -0.17
C: 1.70 -4.71 1.26  -0.12
C: 0.41 -4.85 1.84  -0.13
C: -0.53 -4.05 1.26  -0.13
C: -0.38 -3.11 0.24  -0.14
C: 2.51 -2.50 -2.65  -0.38
C: 3.80 -1.91 -2.56  -0.10
C: 4.79 -2.16 -3.42  -0.09
C: 4.51 -3.01 -4.54  -0.08
C: 3.30 -3.68 -4.57  -0.13
C: 2.33 -3.48 -3.62  -0.15
H: 1.48 0.35 -1.78  0.02
H: -0.19 0.20 -1.28  0.06
H: 4.19 -8.44 4.32  0.00
H: 2.25 -0.56 0.51  -0.03
H: 4.38 -0.14 2.14  0.14
H: 6.36 1.15 1.90  0.04
H: 6.45 3.60 1.33  0.10
H: 4.20 4.78 0.72  0.15
H: 2.41 3.39 0.75  -0.01
H: 1.64 2.05 3.93  0.12
H: 2.65 0.84 6.40  0.15
H: 3.64 -0.68 6.06  0.12
H: 2.92 -2.66 3.94  0.09
H: 1.80 -1.76 1.94  0.13
H: 2.79 -3.65 -0.40  0.14
H: 2.85 -5.41 1.42  0.18
H: 0.43 -5.49 2.72  0.09
H: -1.38 -3.73 2.09  0.16
H: -1.34 -2.54 -0.39  0.11
H: 3.84 -1.21 -1.65  0.14
H: 5.65 -1.63 -3.38  0.06
H: 5.06 -3.07 -5.43  0.07
H: 3.12 -4.53 -5.32  0.12
H: 1.27 -3.85 -3.78  0.11
O: -4.00 -2.38 7.54  -0.25
N: -2.89 -1.81 6.91  -0.23
C: -1.73 -1.59 7.55  -0.03
C: -0.52 -1.17 6.84  0.00
C: -0.69 -1.02 5.42  -0.04
C: -1.96 -1.12 4.96  -0.04
C: -3.15 -1.64 5.60  -0.47
S: -4.66 -2.03 4.85  1.04
H: -1.67 -1.76 8.63  0.12
H: 0.30 -1.02 7.41  0.04
H: 0.08 -0.88 4.68  0.04
H: -2.38 -0.89 4.01  0.05
N: -0.73 3.78 0.73  0.07
C: -1.07 4.68 1.65  -0.14
C: -0.82 5.95 1.11  -0.14
N: -0.35 5.75 -0.18  0.12
C: -0.32 4.48 -0.34  -0.37
C: -0.08 3.75 -1.52  -0.39
N: 0.99 3.85 -2.21  0.13
C: 0.80 2.79 -3.19  -0.13
C: -0.36 2.13 -2.92  -0.18
N: -0.93 2.76 -1.88  0.12
H: -1.12 2.87 0.84  0.08
H: -1.64 4.42 2.65  0.15
H: -1.09 6.87 1.58  0.06
H: 1.47 2.75 -4.10  0.09
H: -0.84 1.39 -3.45  0.06
H: -1.83 2.43 -1.20  0.14
O: -4.42 -1.46 3.29  -0.77
O: -3.56 -2.46 2.60  -0.65
N: 4.28 5.90 -5.25  -0.10
N: 4.84 6.45 -4.01  -0.12
H: 3.50 5.28 -5.10  0.04
H: 4.96 5.34 -5.75  0.04
H: 4.72 5.79 -3.19  0.07
H: 4.39 7.29 -3.58  0.06

Properties
HOMO (spin up / spin down) ... -0.03643 / -0.03643 Ha
Multiplicity ... 2
LUMO energy (spin up / spin down) ... 3.35 / 3.35 eV
Total charge ... -2

---

Computed, not measured: a molecular structure, C30H25BrIrN5O8S4, with ωB97M-V/def2-TZVPD.

Each line ends with the Löwdin charge.
Cartesian coordinates (Å):
Ir: -1.58 -0.30 -0.91  0.84
S: -1.47 1.11 0.83  0.76
C: -3.09 1.59 1.13  -0.63
C: -3.34 2.50 2.18  -0.12
C: -4.61 2.91 2.46  -0.10
C: -5.69 2.41 1.70  -0.09
C: -5.47 1.53 0.67  -0.12
C: -4.17 1.10 0.36  -0.67
S: -3.88 0.02 -0.94  0.74
H: -2.50 2.87 2.74  0.10
H: -4.80 3.61 3.26  0.09
H: -6.70 2.73 1.92  0.10
H: -6.30 1.15 0.08  0.10
O: -3.01 -5.92 -0.92  0.12
C: -2.74 -5.53 0.31  -0.51
O: -2.83 -6.28 1.26  0.08
C: -2.29 -4.13 0.49  -0.04
C: -1.87 -3.58 1.69  0.03
N: -1.52 -2.31 1.46  0.07
N: -1.69 -2.01 0.17  -0.14
C: -2.15 -3.09 -0.44  -0.13
C: -2.31 -2.95 -1.93  -0.56
O: -2.68 -3.93 -2.59  0.05
O: -2.00 -1.81 -2.39  -0.17
H: -2.89 -5.18 -1.60  0.06
H: -1.76 -4.04 2.65  0.14
H: -0.99 -1.64 2.02  0.12
Br: -2.15 1.34 -7.76  0.71
C: -2.10 2.44 -6.21  -0.67
C: -2.15 3.82 -6.36  -0.21
N: -2.12 4.65 -5.32  0.06
C: -2.06 4.12 -4.11  -0.08
C: -2.01 2.75 -3.87  -0.09
C: -2.02 1.88 -4.95  -0.04
C: -1.96 2.23 -2.45  -0.62
O: -2.42 2.89 -1.54  0.04
O: -1.38 1.08 -2.38  -0.26
H: -2.20 4.26 -7.35  0.09
H: -2.06 4.80 -3.26  0.12
H: -1.96 0.82 -4.79  0.12
C: 4.73 1.28 2.07  -0.02
N: 3.57 0.90 2.89  -0.07
N: 2.88 -0.20 2.39  0.04
C: 1.52 0.04 2.36  -0.47
O: 0.69 -0.78 1.97  -0.04
C: 1.37 1.39 2.85  0.00
C: 2.60 1.87 3.10  -0.30
C: 3.01 3.25 3.49  -0.02
C: 3.51 -1.45 2.21  -0.19
C: 3.11 -2.26 1.15  0.00
C: 3.72 -3.50 0.99  -0.07
C: 4.74 -3.91 1.84  -0.10
C: 5.14 -3.08 2.88  -0.09
C: 4.52 -1.85 3.08  -0.03
H: 5.35 0.40 1.91  0.08
H: 5.31 2.02 2.62  0.09
H: 4.41 1.68 1.10  0.09
H: 0.43 1.91 2.93  0.09
H: 2.13 3.84 3.72  0.08
H: 3.54 3.74 2.67  0.09
H: 3.67 3.23 4.36  0.09
H: 2.32 -1.93 0.49  0.06
H: 3.41 -4.14 0.17  0.11
H: 5.21 -4.87 1.70  0.10
H: 5.92 -3.39 3.56  0.10
H: 4.80 -1.21 3.90  0.11
C: 3.06 -0.54 -2.99  -0.13
O: 2.84 0.52 -2.05  -0.24
C: 1.73 0.52 -1.29  -1.21
S: 1.55 1.80 -0.26  0.66
S: 0.71 -0.86 -1.42  0.66
H: 4.00 -0.29 -3.48  0.09
H: 2.25 -0.59 -3.71  0.08
H: 3.15 -1.50 -2.48  0.07

Properties
HOMO (spin up / spin down) ... -0.18369 / -0.19207 Ha
Multiplicity ... 2
LUMO energy (spin up / spin down) ... 2.21 / 0.44 eV
Total charge ... -1

---

Computed, not measured: a molecular structure, C6H18CsO7S in a non-equilibrium geometry, with ωB97M-V/def2-TZVPD.

Each line ends with the natural charge from an NBO analysis.
Cartesian coordinates (Å):
Cs: -36.36 -10.51 13.98  0.84
S: -39.47 -14.14 9.77  2.59
O: -40.74 -14.73 9.33  -1.10
O: -38.64 -15.23 10.31  -1.11
O: -38.83 -13.51 8.63  -1.11
O: -39.61 -13.09 10.81  -1.11
C: -35.25 -4.84 13.49  -0.63
C: -35.79 -4.73 14.93  -0.05
O: -36.73 -5.66 15.16  -0.71
H: -34.48 -4.08 13.35  0.21
H: -36.00 -4.67 12.72  0.22
H: -34.65 -5.73 13.32  0.21
H: -36.25 -3.76 15.14  0.15
H: -34.97 -4.80 15.65  0.14
H: -37.10 -5.33 15.98  0.47
C: -34.54 -17.81 15.53  -0.63
C: -34.07 -16.93 14.36  -0.06
O: -35.06 -15.92 14.17  -0.74
H: -34.54 -17.37 16.53  0.20
H: -33.89 -18.68 15.49  0.20
H: -35.57 -18.16 15.37  0.22
H: -34.10 -17.51 13.44  0.17
H: -33.09 -16.51 14.57  0.16
H: -35.47 -16.19 13.34  0.49
C: -37.91 -11.01 20.56  -0.63
C: -38.40 -12.14 19.65  -0.05
O: -39.76 -11.95 19.32  -0.73
H: -37.60 -10.22 19.87  0.20
H: -36.96 -11.26 21.02  0.21
H: -38.64 -10.72 21.31  0.23
H: -38.20 -13.13 20.08  0.15
H: -37.91 -12.22 18.68  0.15
H: -40.05 -12.53 18.62  0.48

Properties
HOMO ... -0.05844 Ha
Multiplicity ... 1
LUMO energy ... 0.31 eV
Total charge ... -1

---

no.,E_tot (eV)
1,-119801.1473
2,-171574.7053
3,-32225.8611